1.
DFT (ωB97M-V with the def2-TZVPD basis set) results for C10H15F12N3NiO10S4 as an isolated structure at a distorted geometry.

```
55
Properties=species:S:1:pos:R:3:nbo_charge:R:1
Ni -1.7326 13.2388 12.0825 1.528
C 0.7563 16.5446 12.9288 0.812
F -0.4017 17.1215 12.6014 -0.304
F 1.4525 16.1829 11.8938 -0.273
F 1.4173 17.3762 13.7155 -0.294
S 0.4163 15.0039 14.0530 2.065
O 1.6083 14.8205 14.8937 -0.852
O -0.8120 15.2859 14.8752 -0.930
N -0.0210 13.7650 12.9579 -1.273
S 1.3696 13.0633 12.6494 2.147
O 1.2247 12.2651 11.4281 -0.946
O 2.5744 13.9015 12.5806 -0.873
C 1.4844 11.7423 14.0429 0.774
F 2.6006 11.1718 13.9954 -0.272
F 1.2687 12.3144 15.2315 -0.310
F 0.5149 10.8476 13.8239 -0.334
C -3.7325 12.7160 8.1427 0.833
F -4.4426 13.3102 7.1750 -0.291
F -4.3267 11.5589 8.4224 -0.316
F -2.5364 12.3936 7.7324 -0.303
S -3.6694 13.8593 9.8352 2.089
O -4.4684 15.0085 9.5044 -0.866
O -4.2582 13.0747 10.8986 -0.964
N -2.0397 14.0672 10.3398 -1.232
S -1.6480 15.1355 9.2012 2.146
O -2.2946 15.1108 7.9107 -0.883
O -1.3054 16.4950 9.6900 -0.907
C 0.0957 14.5291 8.7460 0.750
F 0.5382 15.3171 7.7535 -0.298
F 0.8128 14.5277 9.8424 -0.296
F 0.0270 13.2507 8.2788 -0.334
C -3.2096 15.9944 12.7579 -0.268
O -3.0369 14.5284 12.9048 -0.624
C -3.9190 13.9831 13.8598 -0.079
C -3.8536 12.4719 13.8631 -0.260
N -2.4636 11.9401 13.7672 -0.667
C -2.4990 10.5241 13.5889 -0.255
C -2.5160 10.2286 12.1479 -0.073
O -1.8709 11.2943 11.4132 -0.610
C -1.3345 10.8556 10.2078 -0.270
H -2.4218 16.3290 12.0830 0.233
H -3.0565 16.5776 13.6659 0.206
H -4.2187 16.3009 12.4825 0.201
H -4.9918 14.1539 13.7708 0.211
H -3.4657 14.2970 14.8001 0.199
H -4.4608 12.0934 13.0408 0.228
H -4.4166 12.1342 14.7332 0.203
H -2.0417 12.0267 14.6808 0.400
H -3.3398 10.1331 14.1618 0.198
H -1.6650 9.9975 14.0528 0.224
H -3.5254 9.9830 11.8177 0.199
H -1.9664 9.3024 11.9801 0.201
H -1.0678 11.6643 9.5274 0.232
H -2.1309 10.4319 9.5961 0.176
H -0.5877 10.0626 10.2478 0.201
```

Energy above the lowest of the compared OMol25 structures with the same formula, charge and spin, eV: 3.906
Spin multiplicity: 3
LUMO (alpha / beta), eV: 0.00 / -1.26
HOMO level (alpha / beta), eV: -10.76 / -10.75

2.
DFT (ωB97M-V with the def2-TZVPD basis set) results for C10H15F3N2O9P2SW as an isolated structure.

```
43
Properties=species:S:1:pos:R:3:nbo_charge:R:1
W -0.4873 -0.1363 -0.3450 1.806
C -4.3457 -3.0760 1.2335 -0.655
C -2.9599 -2.4592 1.4010 -0.476
O -2.3808 -2.7361 2.6725 -0.730
P -1.7198 -3.1902 0.2873 2.435
O -1.2050 -4.4934 0.9589 -0.957
O -2.2974 -3.6288 -1.0932 -0.973
O -0.6377 -2.1708 0.0040 -1.072
P -3.0163 -0.6396 1.1205 2.338
O -2.9865 -0.5923 -0.5420 -1.030
O -4.1344 0.0066 1.7793 -1.003
O -1.5495 -0.1254 1.3130 -1.013
H -4.3043 -4.1513 1.4125 0.242
H -4.7521 -2.8930 0.2380 0.238
H -5.0243 -2.6260 1.9581 0.266
H -2.9631 -2.4286 3.3821 0.515
H -1.1271 -4.4505 1.9288 0.560
H -2.7521 -4.4796 -1.1743 0.552
H -3.7703 -0.2113 -0.9647 0.556
F 3.7066 2.0595 -2.3482 -0.364
C 4.2731 0.8500 -2.0180 0.988
F 5.3029 0.6725 -2.8246 -0.283
F 4.7049 0.9674 -0.7688 -0.288
C 3.2290 -0.2224 -2.1693 -0.215
C 3.3036 -1.1970 -3.1481 -0.062
C 2.2527 -2.0945 -3.3280 -0.243
C 1.1263 -1.9564 -2.5484 0.099
N 1.0699 -1.0148 -1.5970 -0.533
C 2.0969 -0.1918 -1.3622 0.125
S 1.7047 0.8407 -0.0054 -0.029
H 4.1823 -1.2549 -3.7777 0.265
H 2.3031 -2.8677 -4.0797 0.263
H 0.2548 -2.5870 -2.6612 0.234
N 1.0835 3.4650 -2.3927 -0.670
C -0.3715 3.4987 -2.0068 -0.322
C -0.6962 2.1304 -1.4551 0.773
O -1.0853 1.9637 -0.2791 -0.595
O -0.4218 1.1002 -2.1410 -0.672
H 1.2438 2.8064 -3.1602 0.458
H 1.6674 3.1342 -1.6093 0.468
H 1.4172 4.3869 -2.6852 0.461
H -0.9561 3.7240 -2.8969 0.271
H -0.5161 4.2663 -1.2519 0.273
```

Energy above the lowest of the compared OMol25 structures with the same formula, charge and spin, eV: 0.000
Spin multiplicity: 3
LUMO (alpha / beta), eV: -6.21 / -6.99
Net charge: +2
HOMO level (alpha / beta), eV: -14.58 / -15.28

3.
DFT (ωB97M-V with the def2-TZVPD basis set) results for the molecule C10H15F9O6P2S at a distorted geometry.

```
43
Properties=species:S:1:pos:R:3:nbo_charge:R:1
C 3.3367 -2.4498 0.2718 -0.619
C 3.1330 -1.2022 1.1313 -0.427
C 1.7683 -0.5656 0.9650 -0.075
O 1.3626 -0.4778 -0.4295 -0.830
P 1.0557 0.9306 -1.1230 1.123
C 0.2494 2.3842 -0.3334 -0.776
C -0.7771 2.0067 0.7556 0.055
C -1.0723 3.0594 1.7329 -0.140
O -0.2551 1.7639 2.0086 -0.523
P 3.1403 1.7723 -0.7857 0.929
O 3.9365 0.6282 -1.6568 -0.987
O 2.9107 2.9497 -1.9127 -0.994
S -0.9246 0.0148 -1.8677 1.708
O -1.9483 1.0367 -1.9366 -0.956
O -0.5775 -0.6587 -3.0980 -0.936
C -1.5128 -1.3869 -0.7439 0.402
F -0.7394 -2.4336 -1.0495 -0.297
F -1.2845 -1.0613 0.5481 -0.332
C -2.9938 -1.8267 -0.9241 0.584
F -3.1193 -3.1390 -0.7050 -0.294
F -3.3324 -1.5855 -2.1967 -0.292
C -4.0181 -1.0758 -0.0294 0.551
F -5.2320 -1.4399 -0.4703 -0.293
F -3.8828 0.2391 -0.2083 -0.290
C -3.9629 -1.3896 1.5182 0.922
F -5.1734 -1.6261 1.9679 -0.294
F -3.4795 -0.3518 2.1722 -0.301
F -3.2111 -2.4409 1.7894 -0.302
H 3.1089 -3.3580 0.8250 0.210
H 2.7408 -2.4282 -0.6360 0.228
H 4.3767 -2.5240 -0.0420 0.212
H 3.9269 -0.4695 0.9923 0.200
H 3.1740 -1.4894 2.1838 0.216
H 1.0283 -1.2113 1.4350 0.204
H 1.7036 0.3978 1.4666 0.208
H 1.2898 1.0283 -2.5085 0.033
H -0.2638 2.9810 -1.0844 0.289
H 1.0012 2.9649 0.1966 0.244
H -1.6329 1.4066 0.4520 0.223
H -1.8810 2.9370 2.4397 0.214
H -0.3432 3.7994 2.0322 0.206
H 4.8662 0.6048 -1.4017 0.498
H 3.5082 3.6859 -1.7409 0.500
```

Structure (SMILES): CCCO[PH](C[C@@H]1CO1)(P(O)O)S(=O)(=O)C(F)(F)C(F)(F)C(F)(F)C(F)(F)F
LUMO, eV: 0.29
HOMO level, eV: -8.58

4.
DFT (ωB97M-V with the def2-TZVPD basis set) results for a 2-piece molecular cluster, C10H15IN2O overall at a distorted geometry.

```
29
Properties=species:S:1:pos:R:3:nbo_charge:R:1
C 2.3882 -0.8622 2.2997 -0.646
C 1.5903 -1.5461 1.1029 -0.262
I 2.9382 -1.6663 -0.6281 0.041
C 0.3122 -0.7527 0.7045 -0.450
C -0.9478 -1.1019 1.5467 -0.287
C -1.1653 -2.6050 1.7104 0.268
N -1.0292 -3.6675 2.0518 -0.298
C -2.2841 -0.5108 0.8976 -0.492
C -3.4477 -1.4876 0.9787 0.269
N -4.3215 -2.1452 1.2316 -0.302
H 3.4502 -0.7940 1.9993 0.233
H 2.2914 -1.5507 3.1675 0.224
H 1.9597 0.1374 2.5241 0.206
H 1.4040 -2.5968 1.3852 0.235
H 0.1280 -0.7918 -0.3871 0.267
H 0.5394 0.3202 0.9174 0.212
H -0.8471 -0.5913 2.5277 0.249
H -2.1358 -0.2099 -0.1587 0.280
H -2.5616 0.4124 1.4485 0.249
C 1.3656 1.6925 -2.6008 -0.731
C -0.1079 1.7090 -2.2824 0.615
C -0.8661 2.9732 -2.5968 -0.722
O -0.6637 0.7474 -1.7939 -0.577
H 1.7954 0.7265 -2.3278 0.246
H 1.5124 1.8494 -3.6710 0.235
H 1.8756 2.4733 -2.0333 0.232
H -0.8109 3.1841 -3.6660 0.236
H -0.4502 3.8077 -2.0293 0.232
H -1.9118 2.8466 -2.3184 0.235
```

Structure (SMILES): C[C@H](I)C[C@H](C#N)CC#N.CC(C)=O
LUMO, eV: 0.30
HOMO level, eV: -9.61

5.
DFT (ωB97M-V with the def2-TZVPD basis set) results for an isolated ion of composition C10H15N2O and charge +1 at a distorted geometry.

```
28
Properties=species:S:1:pos:R:3:nbo_charge:R:1
C -1.6056 0.9119 -0.6348 -0.476
N -1.0316 0.2759 0.5492 -0.373
C -2.0150 -0.2165 1.5857 -0.213
C -1.4290 -1.4184 2.1910 -0.451
C -0.1343 -1.7286 1.3746 -0.420
C -0.2175 -0.8657 0.0792 -0.060
C 1.1535 -0.3599 -0.4947 0.144
C 1.9204 0.5911 0.2436 0.007
N 2.6995 1.4816 -0.2670 -0.362
C 2.8291 1.6840 -1.6231 0.001
C 1.9591 1.0482 -2.4321 -0.267
C 1.2300 -0.0919 -1.9877 0.067
O 1.7947 -1.1660 -1.3660 -0.415
H -2.3794 0.2945 -1.0210 0.233
H -2.1487 1.9285 -0.4498 0.253
H -1.0557 1.3307 -1.5562 0.280
H -0.4327 0.9264 1.1131 0.453
H -3.1180 -0.2559 1.0696 0.241
H -2.2110 0.6059 2.2981 0.242
H -2.1848 -2.1584 2.2026 0.244
H -1.2153 -1.2698 3.2118 0.240
H 0.6536 -1.3539 1.9962 0.230
H -0.2418 -2.8582 1.1519 0.272
H -0.7343 -1.4151 -0.6958 0.245
H 1.9289 0.6175 1.3160 0.194
H 3.6774 2.3585 -1.7346 0.241
H 1.9869 1.5122 -3.4267 0.251
H 0.3215 -0.4086 -2.6930 0.199
```

Energy above the lowest of the compared OMol25 structures with the same formula, charge and spin, eV: 3.291
Structure (SMILES): C[N@H+]1CCC[C@@H]1[C@]12C=NC=C[C@H]1O2
LUMO, eV: -3.39
Net charge: +1
HOMO level, eV: -12.80

6.
DFT (ωB97M-V with the def2-TZVPD basis set) results for C10H15N2O2 as an isolated structure at a distorted geometry.

```
29
Properties=species:S:1:pos:R:3:nbo_charge:R:1
C -0.8914 1.4095 2.9572 -0.280
C 0.3941 0.9926 2.6931 0.081
C -1.5015 0.8130 0.6890 -0.127
C -1.8737 1.2586 1.9312 0.269
C -0.1740 0.6107 0.4508 0.285
C 2.3911 -2.0235 -1.6824 -0.481
C 2.8323 -0.5797 -1.7479 -0.080
C 0.9916 -2.1254 -2.0503 -0.096
C 0.6824 -0.0795 -1.1602 0.441
C -2.5196 0.5630 -0.3729 -0.633
N 0.6883 0.6210 1.4731 -0.506
N -3.1262 1.5977 2.1671 -0.728
O 2.0162 0.1396 -0.8045 -0.558
O 0.1061 -1.3652 -1.2245 -0.532
H -1.2159 1.7737 3.8923 0.240
H 1.3208 1.0905 3.2842 0.240
H 2.9880 -2.7167 -2.4418 0.256
H 2.4630 -2.2342 -0.6545 0.224
H 3.8720 -0.4287 -1.4508 0.218
H 2.7817 -0.0800 -2.7129 0.192
H 0.8126 -1.8707 -3.1821 0.182
H 0.4491 -3.1227 -1.8891 0.231
H 0.3277 0.5045 -2.0518 0.183
H -2.2406 -0.1867 -0.9841 0.241
H -3.5611 0.2492 -0.0476 0.222
H -2.5143 1.5272 -0.9175 0.243
H 1.7834 0.5239 1.2371 0.463
H -3.4769 1.9140 3.0278 0.409
H -3.8053 1.2246 1.5721 0.400
```

Energy above the lowest of the compared OMol25 structures with the same formula, charge and spin, eV: 1.204
LUMO, eV: -2.76
Net charge: +1
HOMO level, eV: -12.87

7.
DFT (ωB97M-V with the def2-TZVPD basis set) results for an isolated ion of composition C10H15N2O3 and charge +1 at a distorted geometry.

```
30
Properties=species:S:1:pos:R:3:nbo_charge:R:1
C 1.3770 -1.8719 0.8452 -0.639
C 0.1977 -1.2053 1.5252 0.203
C 0.2359 -1.2874 3.0310 -0.653
N -1.0446 -1.2526 0.8069 -0.567
C -0.4080 0.0433 0.8761 -0.111
C -0.9146 1.1212 1.7869 0.795
O -1.6595 1.0385 2.6990 -0.461
O -0.3430 2.3485 1.4127 -0.460
C 0.3429 2.2877 0.2961 0.825
O 1.0457 3.0787 -0.2277 -0.506
C 0.0788 0.7629 -0.3336 0.007
N 1.0929 0.3486 -1.3044 -0.538
C -0.3020 0.6237 -1.7661 0.180
C -1.0839 -0.5806 -2.2106 -0.647
C -0.4320 1.8298 -2.6548 -0.647
H 1.6146 -2.7877 1.3836 0.257
H 2.2644 -1.2410 0.8759 0.223
H 1.1342 -2.1624 -0.1750 0.202
H 0.4052 -2.3167 3.3402 0.241
H -0.6942 -0.9465 3.4805 0.249
H 1.0519 -0.6812 3.4226 0.236
H -1.8858 -1.3527 1.3660 0.401
H 1.8061 1.0494 -1.5250 0.457
H 1.4346 -0.6136 -1.2801 0.454
H -0.9316 -1.4373 -1.5588 0.253
H -0.8153 -0.8441 -3.2319 0.241
H -2.1447 -0.3422 -2.1954 0.257
H -0.1036 1.5718 -3.6595 0.243
H 0.1525 2.6782 -2.3081 0.251
H -1.4716 2.1410 -2.7170 0.257
```

Energy above the lowest of the compared OMol25 structures with the same formula, charge and spin, eV: 1.391
Structure (SMILES): CC1(C)N[C@@]12C(=O)OC(=O)[C@@]21[NH2+]C1(C)C
LUMO, eV: -2.99
Net charge: +1
HOMO level, eV: -13.97

8.
DFT (ωB97M-V with the def2-TZVPD basis set) results for C10H15N3OPPt as an isolated structure at a distorted geometry.

```
31
Properties=species:S:1:pos:R:3:nbo_charge:R:1
C 0.1808 0.5509 -3.6594 -0.237
C -0.9912 -0.1931 -3.7758 -0.354
C -0.8649 -1.3988 -2.9904 -0.291
C 0.3880 -1.4359 -2.4080 -0.285
C 1.1218 -0.1674 -2.7198 -0.588
Pt 0.7913 0.9258 -0.9113 0.386
P -0.3218 2.8224 -1.1746 0.234
H 0.4453 1.4571 -4.1945 0.196
H -1.8795 0.0809 -4.3589 0.191
H -1.6524 -2.1455 -2.8807 0.193
H 2.2003 -0.1125 -2.8381 0.221
H 0.8366 -2.2526 -1.8551 0.213
H -1.6360 2.9809 -0.6273 -0.002
H -0.5281 3.2998 -2.5215 -0.047
H 0.4267 3.8703 -0.5680 -0.013
C -1.0617 0.9060 4.0470 -0.405
N -0.4939 0.0770 2.9867 -0.448
C -0.1893 -1.2360 3.2298 -0.147
C 0.3984 -1.9935 2.2596 -0.386
C 0.8192 -1.3279 1.0881 0.336
N 0.3562 -0.1023 0.7985 -0.764
C -0.3251 0.6605 1.7306 0.796
O -0.7289 1.8169 1.5026 -0.719
N 1.7057 -1.8478 0.2187 -0.815
H -1.9541 0.4232 4.4629 0.173
H -1.3217 1.8797 3.6260 0.246
H -0.3357 1.0412 4.8608 0.173
H -0.4516 -1.5930 4.2280 0.179
H 0.7033 -3.0232 2.4242 0.197
H 2.1441 -2.7341 0.4310 0.378
H 2.2182 -1.2290 -0.4112 0.390
```

Spin multiplicity: 3
LUMO (alpha / beta), eV: 3.08 / 2.99
Net charge: -1
HOMO level (alpha / beta), eV: -0.99 / -3.06

What did the fourth record say?
DFT (ωB97M-V with the def2-TZVPD basis set) results for a 2-piece molecular cluster, C10H15IN2O overall at a distorted geometry.

```
29
Properties=species:S:1:pos:R:3:nbo_charge:R:1
C 2.3882 -0.8622 2.2997 -0.646
C 1.5903 -1.5461 1.1029 -0.262
I 2.9382 -1.6663 -0.6281 0.041
C 0.3122 -0.7527 0.7045 -0.450
C -0.9478 -1.1019 1.5467 -0.287
C -1.1653 -2.6050 1.7104 0.268
N -1.0292 -3.6675 2.0518 -0.298
C -2.2841 -0.5108 0.8976 -0.492
C -3.4477 -1.4876 0.9787 0.269
N -4.3215 -2.1452 1.2316 -0.302
H 3.4502 -0.7940 1.9993 0.233
H 2.2914 -1.5507 3.1675 0.224
H 1.9597 0.1374 2.5241 0.206
H 1.4040 -2.5968 1.3852 0.235
H 0.1280 -0.7918 -0.3871 0.267
H 0.5394 0.3202 0.9174 0.212
H -0.8471 -0.5913 2.5277 0.249
H -2.1358 -0.2099 -0.1587 0.280
H -2.5616 0.4124 1.4485 0.249
C 1.3656 1.6925 -2.6008 -0.731
C -0.1079 1.7090 -2.2824 0.615
C -0.8661 2.9732 -2.5968 -0.722
O -0.6637 0.7474 -1.7939 -0.577
H 1.7954 0.7265 -2.3278 0.246
H 1.5124 1.8494 -3.6710 0.235
H 1.8756 2.4733 -2.0333 0.232
H -0.8109 3.1841 -3.6660 0.236
H -0.4502 3.8077 -2.0293 0.232
H -1.9118 2.8466 -2.3184 0.235
```

Structure (SMILES): C[C@H](I)C[C@H](C#N)CC#N.CC(C)=O
LUMO, eV: 0.30
HOMO level, eV: -9.61